Computed, not measured: a structure of composition C18H45KN3O8S2 in a non-equilibrium geometry, with ωB97M-V/def2-TZVPD.

Structure (XYZ):
```
77
Properties=species:S:1:pos:R:3:lowdin_charge:R:1
K 0.366 0.072 0.850 0.701
S 1.318 -1.766 -1.957 0.040
S -3.063 -1.218 0.285 0.108
O 1.678 -0.368 -1.826 -0.468
O -2.641 -1.827 -0.981 -0.366
O 0.439 -1.966 -3.095 -0.408
O -3.630 -2.165 1.210 -0.460
O -2.130 -0.297 0.895 -0.518
O 2.375 -2.703 -1.956 -0.406
O -4.399 -0.588 0.092 -0.505
O 0.275 -1.939 -0.939 -0.482
N 0.825 2.988 0.945 -0.214
N 2.017 -1.382 3.291 -0.179
N -2.387 -1.030 -3.806 -0.116
C 0.913 3.278 2.398 -0.237
C 3.075 -1.179 4.229 -0.311
C 2.023 2.800 0.064 -0.204
C -1.809 1.021 -2.407 -0.087
C -3.808 -1.026 -3.528 -0.267
C -2.506 -0.924 -6.442 -0.131
C -0.310 -2.041 3.190 -0.093
C -1.838 0.311 -3.723 -0.289
C -1.674 3.493 1.071 -0.081
C -4.456 -2.462 -3.458 -0.092
C 3.592 -1.488 1.453 -0.071
C 3.711 -2.334 4.970 -0.100
C -0.307 3.775 0.411 -0.256
C 2.832 4.117 -0.121 -0.081
C 2.422 -2.143 2.112 -0.277
C 2.145 2.574 3.039 -0.071
C 0.960 -2.143 3.942 -0.286
C -2.102 -1.652 -5.158 -0.228
H 3.118 2.966 2.742 0.064
H 0.812 -1.830 4.975 0.111
H -0.203 4.846 0.589 0.083
H 2.107 2.614 4.128 0.062
H -1.963 0.021 -6.459 0.047
H 1.265 -3.189 3.976 0.108
H -3.985 -0.711 -2.500 0.078
H -1.290 0.484 -1.613 0.060
H 1.706 -2.257 1.298 0.091
H -2.181 -1.643 -7.194 0.053
H 3.435 -0.414 1.555 0.071
H -2.415 4.016 0.466 0.071
H -0.817 -1.076 3.190 0.074
H 2.588 -3.177 2.413 0.114
H -0.218 -2.349 2.149 0.076
H 3.715 4.328 0.482 0.050
H 0.812 4.338 2.627 0.098
H -2.838 1.184 -2.086 0.069
H -0.841 0.463 -4.138 0.114
H -1.964 2.445 1.003 0.076
H 2.604 -0.630 5.045 0.102
H 3.085 -2.738 5.766 0.061
H 3.130 4.130 -1.169 0.059
H -5.500 -2.435 -3.147 0.052
H -2.443 0.992 -4.321 0.083
H 1.999 1.519 2.803 0.047
H -3.530 -0.589 -6.608 0.044
H 1.742 2.432 -0.923 0.116
H 2.173 4.980 -0.017 0.055
H -1.782 3.805 2.110 0.057
H -0.487 3.714 -0.662 0.111
H 4.576 -1.996 5.542 0.062
H 3.831 -1.867 0.459 0.086
H 4.475 -1.757 2.033 0.056
H -0.007 2.866 2.813 0.099
H -4.427 -0.423 -4.192 0.087
H -4.516 -2.919 -4.446 0.028
H 2.546 1.935 0.472 0.089
H -2.554 -2.644 -5.141 0.090
H -1.029 -1.744 -5.324 0.097
H -3.937 -3.093 -2.737 0.071
H 3.947 -3.107 4.240 0.069
H 3.813 -0.485 3.826 0.103
H -1.008 -2.834 3.458 0.088
H -1.451 2.042 -2.534 0.055
```

The charge is -3. Its lowest unoccupied orbital energy is 5.19 eV. The calculation puts the calculated total energy at -2875.10063 a.u. For the frontier orbital gap, the calculation gives 1.96 eV. The calculation puts the largest force on an atom at 6.94 eV/Å.